Record 1
The molecule C4H4O2 in a non-equilibrium geometry, computed with ωB97M-V/def2-TZVPD.

Each line ends with the Löwdin charge.
CARTESIAN COORDINATES (ANGSTROEM)
1 O 0.601 0.810 1.699  0.101
2 C 0.225 0.046 0.655  -0.519
3 C 1.051 -0.206 -0.614  0.055
4 C -0.038 -0.223 -1.379  0.006
5 C -1.002 0.019 -0.222  -0.134
6 O -0.698 -0.981 0.779  0.040
7 H -0.088 0.785 2.377  0.124
8 H 2.093 -0.420 -0.745  0.098
9 H -0.230 -0.410 -2.417  0.093
10 H -1.913 0.580 -0.134  0.136

Properties
SMILES	O[C@]12C=C[C@H]1O2
LUMO energy	0.866	eV
energy above the lowest of the compared OMol25 structures with the same formula, charge and spin	72.7	kcal/mol
molecular weight	84.07	g mol⁻¹
total charge	0

---

Record 2
A structure of composition C23H11BrN4O11Ti in a non-equilibrium geometry, computed with ωB97M-V/def2-TZVPD.

Each line ends with the Löwdin charge.
CARTESIAN COORDINATES (ANGSTROEM)
1 Ti -0.028 0.071 0.000  1.102
2 O 0.660 0.762 3.928  0.055
3 C 0.934 0.343 2.811  -0.566
4 O 0.106 -0.141 1.958  -0.098
5 C 2.390 0.290 2.387  -0.030
6 C 3.365 0.069 3.339  0.067
7 C 4.692 -0.087 2.957  -0.161
8 C 5.062 -0.026 1.629  0.076
9 C 4.090 0.220 0.665  -0.062
10 C 2.721 0.421 0.997  -0.272
11 O 1.816 0.724 0.162  -0.124
12 N 4.530 0.261 -0.710  -0.340
13 O 5.730 0.137 -0.917  0.032
14 O 3.721 0.454 -1.599  0.101
15 N 5.701 -0.331 3.960  -0.368
16 O 6.861 -0.459 3.597  0.039
17 O 5.355 -0.402 5.128  0.048
18 H 3.079 0.010 4.379  0.130
19 H 6.090 -0.166 1.332  0.125
20 O -3.750 -1.407 -0.053  0.009
21 C -2.709 -0.746 -0.027  -0.591
22 O -1.520 -1.246 -0.034  -0.127
23 C -2.752 0.748 0.007  -0.195
24 C -3.958 1.432 0.033  -0.030
25 C -3.984 2.817 0.048  -0.059
26 C -2.750 3.518 0.018  -0.178
27 C -2.656 4.916 0.010  -0.073
28 C -1.430 5.564 -0.026  -0.139
29 C -0.259 4.815 -0.057  -0.120
30 C -0.315 3.430 -0.051  -0.019
31 C -1.545 2.755 -0.010  -0.198
32 N -1.551 1.398 0.001  0.000
33 H -4.859 0.835 0.037  0.105
34 H -4.911 3.373 0.072  0.086
35 H -3.575 5.489 0.033  0.093
36 H -1.386 6.646 -0.030  0.079
37 H 0.704 5.309 -0.088  0.088
38 H 0.598 2.841 -0.081  0.094
39 Br 2.933 -3.658 1.244  0.750
40 C 2.715 -3.166 -0.574  -0.651
41 C 3.597 -3.655 -1.530  -0.205
42 N 3.494 -3.332 -2.810  0.067
43 C 2.535 -2.494 -3.163  -0.083
44 C 1.614 -1.926 -2.278  -0.085
45 C 1.693 -2.304 -0.945  -0.057
46 C 0.642 -0.878 -2.815  -0.573
47 O 0.422 -0.872 -4.020  0.047
48 O 0.158 -0.069 -1.958  -0.093
49 H 4.401 -4.323 -1.247  0.093
50 H 2.477 -2.222 -4.209  0.117
51 H 0.993 -1.974 -0.166  0.092

Properties
LUMO energy (alpha / beta)	3.809 / 3.817	eV
expectation value of S²	2.03
energy above the lowest of the compared OMol25 structures with the same formula, charge and spin	4.8	kcal/mol
molecular weight	647.13	g mol⁻¹
total charge	-2
2S+1	3

---

Record 3
The molecule C6H9F in a non-equilibrium geometry, computed with ωB97M-V/def2-TZVPD.

Each line ends with the Löwdin charge.
CARTESIAN COORDINATES (ANGSTROEM)
1 C -0.734 -0.878 0.602  -0.137
2 C 1.270 -0.913 -0.877  -0.162
3 C 0.619 -1.515 0.352  -0.070
4 C -0.234 0.655 0.499  -0.317
5 C 1.071 0.403 -0.290  -0.265
6 C -1.224 1.535 -0.178  -0.082
7 F 2.071 1.181 0.022  0.094
8 H -1.362 -0.989 -0.302  0.115
9 H -1.207 -1.188 1.400  0.047
10 H 2.364 -1.039 -1.038  0.134
11 H 0.622 -1.071 -1.767  0.112
12 H 1.204 -2.066 1.152  0.117
13 H -0.044 0.900 1.580  0.154
14 H -0.915 2.550 -0.245  0.064
15 H -2.210 1.301 0.313  0.102
16 H -1.290 1.135 -1.222  0.094

Properties
LUMO energy (alpha / beta)	0.744 / 0.897	eV
energy above the lowest of the compared OMol25 structures with the same formula, charge and spin	77.0	kcal/mol
molecular weight	100.14	g mol⁻¹
total charge	0

---

Record 4
A structure of composition BrClHIN2 in a non-equilibrium geometry, computed with ωB97M-V/def2-TZVPD.

Each line ends with the Löwdin charge.
CARTESIAN COORDINATES (ANGSTROEM)
1 N -1.057 -1.144 0.475  -0.617
2 N -0.204 -0.286 0.810  -0.672
3 Cl -0.366 -2.389 -0.386  0.574
4 Br 0.879 1.332 -2.155  0.299
5 I -0.778 1.098 2.159  0.716
6 H 1.527 1.389 -0.903  -0.301

Properties
LUMO energy	-0.799	eV
energy above the lowest of the compared OMol25 structures with the same formula, charge and spin	3.7	kcal/mol
molecular weight	271.28	g mol⁻¹
total charge	0

---

Record 5
A structure of composition C12H16MnO6S9Sb, computed with ωB97M-V/def2-TZVPD.

Each line ends with the Löwdin charge.
CARTESIAN COORDINATES (ANGSTROEM)
1 Mn 0.254 0.619 -0.036  0.018
2 C -1.743 2.187 -3.047  -0.454
3 C -2.676 1.580 -2.014  -0.440
4 S -1.990 0.345 -0.865  0.893
5 C -2.886 0.860 0.624  -0.452
6 C -2.458 2.221 1.168  -0.433
7 S -0.647 2.370 1.195  0.965
8 C -0.292 3.889 0.273  -0.461
9 C -0.916 4.117 -1.095  -0.400
10 S -0.291 3.119 -2.501  0.722
11 H -2.307 2.883 -3.670  0.104
12 H -1.304 1.424 -3.694  0.015
13 H -3.470 1.069 -2.560  0.100
14 H -3.154 2.356 -1.420  0.065
15 H -2.680 0.076 1.349  0.077
16 H -3.955 0.839 0.410  0.101
17 H -2.809 2.335 2.192  0.092
18 H -2.873 3.049 0.595  0.073
19 H 0.797 3.898 0.207  0.081
20 H -0.583 4.723 0.911  0.097
21 H -0.702 5.145 -1.390  0.097
22 H -1.999 4.009 -1.087  0.071
23 O 1.632 -0.793 -0.671  -0.635
24 S 2.517 -0.595 0.541  0.564
25 O 3.904 -0.445 0.283  -0.215
26 O 1.863 0.541 1.237  -0.341
27 C 2.341 -2.096 1.478  -0.212
28 C 3.487 -2.530 2.119  -0.017
29 C 3.499 -3.755 2.781  -0.019
30 C 2.381 -4.562 2.785  -0.023
31 C 1.217 -4.140 2.152  -0.033
32 C 1.199 -2.917 1.503  -0.292
33 S -0.378 -2.411 0.924  0.624
34 O -0.418 -2.614 -0.643  -0.747
35 O -1.398 -3.223 1.483  -0.204
36 O -0.501 -0.965 1.150  -0.378
37 H 4.375 -1.917 2.075  0.126
38 H 4.400 -4.078 3.284  0.124
39 H 2.401 -5.519 3.287  0.124
40 H 0.318 -4.740 2.175  0.126
41 S -0.677 -1.163 -3.705  0.051
42 Sb 1.300 -1.773 -2.932  0.400
43 S 1.094 1.800 -1.894  0.368
44 S 0.738 -3.632 -1.436  0.640
45 S 3.389 -1.583 -3.523  0.039

Properties
LUMO energy (alpha / beta)	-3.771 / -3.770	eV
expectation value of S²	0.81
energy above the lowest of the compared OMol25 structures with the same formula, charge and spin	0.0	kcal/mol
molecular weight	721.56	g mol⁻¹
total charge	+1
2S+1	2

---

Record 6
The molecule C4H5NO, computed with ωB97M-V/def2-TZVPD.

Each line ends with the Löwdin charge.
CARTESIAN COORDINATES (ANGSTROEM)
1 O -0.722 1.400 -0.468  -0.048
2 C -1.012 0.224 0.222  -0.252
3 C -0.189 -1.022 -0.329  -0.213
4 C 0.974 -0.939 0.551  0.058
5 C 1.877 0.099 0.270  -0.280
6 N 2.670 0.956 0.177  0.177
7 H 0.149 1.734 -0.205  0.078
8 H -2.067 -0.005 0.042  0.131
9 H -0.769 -1.934 -0.171  0.101
10 H -0.036 -0.832 -1.398  0.127
11 H -0.876 0.319 1.309  0.123

Properties
LUMO energy	-1.857	eV
energy above the lowest of the compared OMol25 structures with the same formula, charge and spin	95.7	kcal/mol
molecular weight	83.09	g mol⁻¹
total charge	0

---

Question: What is the formula in the third record?
Answer: C6H9F

---

Please write out number 3 again, unchanged.
The molecule C6H9F in a non-equilibrium geometry, computed with ωB97M-V/def2-TZVPD.

Each line ends with the Löwdin charge.
CARTESIAN COORDINATES (ANGSTROEM)
1 C -0.734 -0.878 0.602  -0.137
2 C 1.270 -0.913 -0.877  -0.162
3 C 0.619 -1.515 0.352  -0.070
4 C -0.234 0.655 0.499  -0.317
5 C 1.071 0.403 -0.290  -0.265
6 C -1.224 1.535 -0.178  -0.082
7 F 2.071 1.181 0.022  0.094
8 H -1.362 -0.989 -0.302  0.115
9 H -1.207 -1.188 1.400  0.047
10 H 2.364 -1.039 -1.038  0.134
11 H 0.622 -1.071 -1.767  0.112
12 H 1.204 -2.066 1.152  0.117
13 H -0.044 0.900 1.580  0.154
14 H -0.915 2.550 -0.245  0.064
15 H -2.210 1.301 0.313  0.102
16 H -1.290 1.135 -1.222  0.094

Properties
LUMO energy (alpha / beta)	0.744 / 0.897	eV
energy above the lowest of the compared OMol25 structures with the same formula, charge and spin	77.0	kcal/mol
molecular weight	100.14	g mol⁻¹
total charge	0

---

What did the fifth record say?
A structure of composition C12H16MnO6S9Sb, computed with ωB97M-V/def2-TZVPD.

Each line ends with the Löwdin charge.
CARTESIAN COORDINATES (ANGSTROEM)
1 Mn 0.254 0.619 -0.036  0.018
2 C -1.743 2.187 -3.047  -0.454
3 C -2.676 1.580 -2.014  -0.440
4 S -1.990 0.345 -0.865  0.893
5 C -2.886 0.860 0.624  -0.452
6 C -2.458 2.221 1.168  -0.433
7 S -0.647 2.370 1.195  0.965
8 C -0.292 3.889 0.273  -0.461
9 C -0.916 4.117 -1.095  -0.400
10 S -0.291 3.119 -2.501  0.722
11 H -2.307 2.883 -3.670  0.104
12 H -1.304 1.424 -3.694  0.015
13 H -3.470 1.069 -2.560  0.100
14 H -3.154 2.356 -1.420  0.065
15 H -2.680 0.076 1.349  0.077
16 H -3.955 0.839 0.410  0.101
17 H -2.809 2.335 2.192  0.092
18 H -2.873 3.049 0.595  0.073
19 H 0.797 3.898 0.207  0.081
20 H -0.583 4.723 0.911  0.097
21 H -0.702 5.145 -1.390  0.097
22 H -1.999 4.009 -1.087  0.071
23 O 1.632 -0.793 -0.671  -0.635
24 S 2.517 -0.595 0.541  0.564
25 O 3.904 -0.445 0.283  -0.215
26 O 1.863 0.541 1.237  -0.341
27 C 2.341 -2.096 1.478  -0.212
28 C 3.487 -2.530 2.119  -0.017
29 C 3.499 -3.755 2.781  -0.019
30 C 2.381 -4.562 2.785  -0.023
31 C 1.217 -4.140 2.152  -0.033
32 C 1.199 -2.917 1.503  -0.292
33 S -0.378 -2.411 0.924  0.624
34 O -0.418 -2.614 -0.643  -0.747
35 O -1.398 -3.223 1.483  -0.204
36 O -0.501 -0.965 1.150  -0.378
37 H 4.375 -1.917 2.075  0.126
38 H 4.400 -4.078 3.284  0.124
39 H 2.401 -5.519 3.287  0.124
40 H 0.318 -4.740 2.175  0.126
41 S -0.677 -1.163 -3.705  0.051
42 Sb 1.300 -1.773 -2.932  0.400
43 S 1.094 1.800 -1.894  0.368
44 S 0.738 -3.632 -1.436  0.640
45 S 3.389 -1.583 -3.523  0.039

Properties
LUMO energy (alpha / beta)	-3.771 / -3.770	eV
expectation value of S²	0.81
energy above the lowest of the compared OMol25 structures with the same formula, charge and spin	0.0	kcal/mol
molecular weight	721.56	g mol⁻¹
total charge	+1
2S+1	2